No. 1
10
Properties=species:S:1:pos:R:3:forces:R:3 method="wB97M-V/def2-TZVPD" smiles="CC(=O)C(F)=C=O" total_charge=0 total_energy_ha=-404.48263 de_lowest_kj_mol=113.43
F -1.143 -0.196 -1.553 -0.6 0.1 -0.2
O 0.417 0.029 1.759 0.2 0.0 0.1
O -2.914 0.923 1.280 0.0 0.0 -0.4
C 1.446 -0.286 -0.407 0.5 0.0 -0.1
C -2.178 0.542 0.464 -1.0 0.4 1.1
H 2.140 0.552 -0.336 0.0 0.0 0.0
H 1.988 -1.188 -0.130 0.0 0.0 0.0
H 1.082 -0.372 -1.423 -0.1 0.0 0.0
C 0.369 -0.064 0.582 -3.7 0.3 -1.3
C -1.206 0.061 -0.236 4.4 -0.7 0.7

No. 2
14
Properties=species:S:1:pos:R:3:forces:R:3 method="wB97M-V/def2-TZVPD" total_charge=+1 s2=12.753 spin_multiplicity=7 total_energy_ha=-1454.37116 de_lowest_kj_mol=0.00
O 0.744 -1.677 0.094 1.2 1.4 0.0
C -0.452 -1.176 0.647 -1.3 0.1 0.7
H -1.489 -0.888 -1.276 -0.1 0.0 0.3
H -0.280 -0.589 1.558 0.0 0.0 -0.2
O 0.187 2.690 -1.364 -1.0 0.2 0.7
H -1.064 -2.044 0.924 0.4 0.1 0.0
O -0.544 0.752 -0.718 -0.2 -0.1 -2.0
C -1.277 -0.351 -0.343 -0.6 -0.3 0.7
C 1.896 -0.899 -0.023 -0.4 -6.2 -1.8
O 0.106 2.200 0.781 -0.3 0.7 2.6
C -0.285 2.064 -0.415 2.7 -0.8 -2.0
Tb 2.089 1.418 0.402 -0.1 2.2 -0.2
O 2.830 -1.500 -0.519 -1.0 2.8 1.2
F -2.461 0.002 0.254 0.6 -0.1 -0.1

No. 3
11
Properties=species:S:1:pos:R:3:forces:R:3 method="wB97M-V/def2-TZVPD" total_charge=+2 s2=12.024 spin_multiplicity=7 total_energy_ha=-1575.11630 de_lowest_kj_mol=59.84
Li 0.743 -1.789 -1.725 0.4 -0.4 -0.5
C 0.634 1.189 1.118 -3.3 -0.6 1.1
H 0.614 1.807 2.016 0.6 0.7 -0.5
C 1.419 0.072 1.068 5.5 -1.8 -1.3
H -0.821 1.733 -0.430 -0.5 -0.1 0.5
H -0.716 -1.186 0.658 0.8 0.2 0.0
O -0.814 -0.825 -1.371 2.5 0.4 2.5
Fe -2.438 -0.973 -2.220 -2.6 -0.2 -1.5
C -0.478 0.936 0.239 2.9 0.5 -0.2
O 2.385 -0.540 0.759 -3.9 1.7 1.4
C -0.528 -0.423 -0.111 -2.3 -0.4 -1.5

No. 4
14
Properties=species:S:1:pos:R:3:forces:R:3 method="wB97M-V/def2-TZVPD" total_charge=+2 total_energy_ha=-2529.49017 de_lowest_kj_mol=87.01
O 1.735 0.300 -2.059 0.1 -0.6 0.2
C 1.588 0.558 -0.830 0.8 -4.5 1.9
H 1.703 -1.070 1.938 -0.2 0.2 -0.1
C -0.022 0.160 1.683 0.3 -0.5 2.0
O 1.650 -0.438 0.028 -0.1 0.8 -0.7
O -2.933 -0.321 3.026 2.2 -2.0 2.4
O -1.671 -0.776 1.269 -0.3 -3.8 2.0
H 2.036 0.677 1.754 -0.2 0.0 0.1
O 1.354 1.747 -0.459 -0.2 0.2 4.7
Ga 1.293 2.101 -2.131 -0.6 4.3 -6.7
O -0.375 -0.034 2.878 -1.1 -1.1 0.5
C 1.412 -0.156 1.399 0.7 0.0 -0.2
H -3.584 -0.083 2.344 -0.3 -0.2 -0.4
C -1.870 -0.856 2.505 -1.1 7.3 -5.6

No. 5
10
Properties=species:S:1:pos:R:3:forces:R:3 method="wB97M-V/def2-TZVPD" total_charge=0 s2=16.758 spin_multiplicity=8 total_energy_ha=-1070.18522 de_lowest_kj_mol=0.00
C -0.422 -1.142 -0.558 -1.2 0.5 2.5
C -1.602 0.238 -0.379 2.4 -1.4 0.8
H -2.227 -1.595 0.662 0.1 0.0 -0.6
Gd 1.494 0.246 -0.114 1.4 -0.6 -0.3
C -1.905 -1.233 -0.331 -0.1 0.2 -0.5
H -2.471 -1.624 -1.188 0.0 0.2 0.4
O 0.141 1.725 0.388 -2.1 0.4 0.2
C -1.167 1.332 0.282 0.2 0.9 -1.0
O 0.369 -1.513 0.503 -0.9 0.4 -1.7
H -1.872 2.146 0.524 0.1 -0.5 0.3

No. 6
8
Properties=species:S:1:pos:R:3:forces:R:3 method="wB97M-V/def2-TZVPD" smiles=C#CI.C#C total_charge=0 total_energy_ha=-451.71594 de_lowest_kj_mol=258.75
C -0.864 1.532 0.532 -5.3 -3.3 -1.2
H 1.588 -2.560 -1.017 -0.1 -4.8 -1.8
C 1.765 -0.632 -0.162 -0.9 2.1 1.2
C -1.897 0.891 0.339 1.9 1.5 -0.1
H -0.095 2.041 0.913 2.6 1.7 1.0
I -3.653 0.091 -0.271 0.7 0.2 0.3
H 1.607 0.257 0.456 0.6 -0.8 -0.8
C 1.548 -1.619 -0.789 0.4 3.4 1.4

No. 7
8
Properties=species:S:1:pos:R:3:forces:R:3 method="wB97M-V/def2-TZVPD" total_charge=0 s2=2.069 spin_multiplicity=3 total_energy_ha=-451.68902 de_lowest_kj_mol=87.47
C 0.709 -1.700 0.070 2.0 -1.3 -1.4
C -0.649 1.322 -0.344 0.4 0.9 -1.0
C 0.381 0.650 0.071 -0.8 0.3 -0.6
H 1.028 -2.072 -0.910 -1.0 -0.2 0.3
H -0.733 2.299 -0.931 0.4 -1.6 1.1
H 1.021 -0.407 1.681 0.5 -0.2 1.7
I -2.642 0.434 -0.285 0.4 0.1 0.2
C 0.886 -0.528 0.649 -1.9 1.9 -0.4

No. 8
10
Properties=species:S:1:pos:R:3:forces:R:3 method="wB97M-V/def2-TZVPD" total_charge=+1 s2=1.439 spin_multiplicity=2 total_energy_ha=-1028.82272 de_lowest_kj_mol=892.76
H -0.661 0.576 -1.432 0.4 0.3 -0.2
O 1.997 -0.257 0.004 0.2 -0.2 0.9
Mg 3.049 1.099 1.388 -0.3 -0.4 -0.5
C -0.202 0.731 -0.447 -2.2 -2.2 0.8
C -2.368 -1.545 0.523 -1.1 2.0 -0.3
H -1.493 -0.056 0.039 2.0 1.0 -0.2
C 0.805 -0.132 -0.179 -0.7 1.0 -0.5
K 0.477 3.594 -0.749 -0.2 -0.1 0.0
C -1.462 -2.391 0.587 4.2 0.3 -0.6
H -0.142 -1.619 0.265 -2.3 -1.6 0.5

No. 9
10
Properties=species:S:1:pos:R:3:forces:R:3 method="wB97M-V/def2-TZVPD" total_charge=+2 total_energy_ha=-903.86441 de_lowest_kj_mol=0.00
O -0.482 2.376 0.131 0.4 1.4 -1.2
K -2.556 4.135 0.880 -0.2 0.2 0.1
C 0.613 -1.757 -0.577 -0.4 -0.4 1.6
H -0.525 -1.935 1.034 0.5 -0.1 0.0
O 0.998 -2.500 -1.463 0.2 0.4 -0.6
C 0.146 0.138 0.896 0.1 1.6 -0.4
H 1.900 -2.882 -1.359 0.1 -0.3 0.1
C -0.062 1.329 0.768 -0.1 -3.1 -1.0
H -0.191 2.330 -0.839 -0.3 0.1 1.8
C 0.161 -1.232 0.527 -0.3 0.1 -0.3

No. 10
12
Properties=species:S:1:pos:R:3:forces:R:3 method="wB97M-V/def2-TZVPD" total_charge=+2 s2=0.763 spin_multiplicity=2 total_energy_ha=-1477.82005 de_lowest_kj_mol=0.00
C 0.698 -0.219 -0.399 0.6 0.1 0.3
H -0.597 2.968 -1.332 -0.6 -0.3 0.4
Yb -0.707 -1.024 -2.702 0.3 0.4 -0.2
Li -0.189 -2.600 0.488 0.4 0.2 0.0
C 0.287 -0.007 1.014 -1.5 3.6 -1.7
C -0.098 0.824 -1.247 -0.5 1.0 0.9
O 0.404 -1.507 -0.853 -0.3 -0.9 0.1
H 0.099 1.173 1.198 1.0 -2.4 0.4
Li -0.931 -0.780 3.461 0.0 0.2 0.0
H 1.772 0.039 -0.472 -0.3 -0.1 -0.2
C -0.453 2.010 -0.828 1.1 -0.6 -1.2
O -0.284 -0.879 1.672 -0.3 -1.1 1.2

No. 11
8
Properties=species:S:1:pos:R:3:forces:R:3 method="wB97M-V/def2-TZVPD" total_charge=0 total_energy_ha=-208.81500 de_lowest_kj_mol=227.91
C 0.225 0.140 1.049 0.0 0.0 0.0
H 1.010 -0.342 1.635 -0.1 0.1 -0.1
H -0.745 -0.074 1.506 0.1 0.0 -0.1
N -1.333 0.530 -2.243 1.0 -0.6 1.1
C 0.808 -1.198 -1.209 0.0 0.2 0.4
C 0.257 -0.375 -0.360 0.2 -0.2 -0.2
C -0.609 0.099 -1.435 -1.1 0.7 -1.0
H 0.387 1.221 1.056 0.0 -0.2 0.0

No. 12
8
Properties=species:S:1:pos:R:3:forces:R:3 method="wB97M-V/def2-TZVPD" total_charge=0 total_energy_ha=-208.81359 de_lowest_kj_mol=231.62
C -0.152 -0.125 -0.585 -0.1 0.0 -0.2
C 0.767 -0.465 0.531 0.0 0.1 0.0
H 1.205 -1.450 0.338 -0.1 0.2 0.0
H 0.205 -0.489 1.468 0.2 0.0 -0.1
N -1.475 2.176 -0.656 0.6 -1.1 0.0
C -0.955 1.134 -0.743 -0.5 1.1 0.1
C -0.768 -0.325 -1.699 0.1 -0.1 0.1
H 1.559 0.285 0.590 -0.1 -0.1 0.1

No. 13
8
Properties=species:S:1:pos:R:3:forces:R:3 method="wB97M-V/def2-TZVPD" smiles="C=C=CC#N" total_charge=0 total_energy_ha=-208.84163 de_lowest_kj_mol=158.01
C -0.062 -0.816 -0.649 -0.7 -0.2 -0.3
H 0.454 -0.944 -1.593 -0.3 -0.2 0.0
C -0.102 -1.874 0.301 -0.2 -0.9 0.6
H -1.068 2.506 0.264 0.4 -1.0 -0.3
C -0.525 1.566 0.086 0.9 -0.7 -0.2
H 0.549 1.228 0.142 0.0 2.8 1.2
C -0.607 0.355 -0.352 -0.4 -0.6 -0.3
N -0.169 -2.736 1.074 0.2 0.7 -0.6

No. 14
8
Properties=species:S:1:pos:R:3:forces:R:3 method="wB97M-V/def2-TZVPD" total_charge=0 total_energy_ha=-208.81499 de_lowest_kj_mol=227.94
H -1.303 -0.310 1.004 0.1 0.1 -0.1
C -1.072 0.059 0.002 -0.1 0.1 0.0
C 1.481 -0.474 0.065 0.6 -0.9 0.1
C 0.367 0.463 -0.084 0.2 0.2 0.0
H -1.287 -0.734 -0.717 0.1 0.1 0.1
C 1.257 1.399 -0.253 -0.4 -0.1 0.0
N 2.264 -1.322 0.200 -0.6 0.7 -0.1
H -1.707 0.919 -0.216 0.1 -0.1 0.0

No. 15
9
Properties=species:S:1:pos:R:3:forces:R:3 method="wB97M-V/def2-TZVPD" total_charge=+1 total_energy_ha=-263.25367 de_lowest_kj_mol=173.27
C -0.293 0.063 -0.120 0.2 2.0 3.0
C 1.108 -0.440 0.504 -1.3 2.1 0.3
C -1.109 1.090 0.225 -0.1 -0.8 -1.8
H 1.899 -0.159 1.301 -2.0 0.1 -1.1
C 0.423 -1.441 -1.097 0.4 1.4 1.6
H -1.980 1.430 -0.407 1.0 -0.8 0.8
N 1.450 -1.379 -0.289 1.1 -3.4 -2.2
H -0.884 1.674 1.085 0.3 0.4 0.6
N -0.613 -0.838 -1.201 0.3 -1.0 -1.3

No. 16
10
Properties=species:S:1:pos:R:3:forces:R:3 method="wB97M-V/def2-TZVPD" smiles=N#Cc1ncc[nH]1 total_charge=0 total_energy_ha=-318.45661 de_lowest_kj_mol=73.83
C 1.696 -0.766 0.002 -1.0 0.4 -0.3
N 0.359 -1.104 0.028 1.5 -2.6 -0.2
H 2.705 1.245 0.159 -1.8 -0.8 -0.8
C -1.695 0.028 0.067 -6.2 -0.4 -1.0
C -0.297 -0.007 -0.005 -0.8 -1.1 0.4
C 1.788 0.595 -0.042 1.9 1.0 1.0
N 0.490 1.032 -0.052 -0.2 6.3 1.2
N -2.881 -0.054 -0.043 4.8 0.5 0.7
H 0.080 2.036 0.226 1.7 -3.0 -1.2
H 2.480 -1.494 -0.043 0.1 -0.2 0.1

No. 17
10
Properties=species:S:1:pos:R:3:forces:R:3 method="wB97M-V/def2-TZVPD" total_charge=0 total_energy_ha=-318.35357 de_lowest_kj_mol=344.34
H -2.117 1.001 -0.532 0.1 -0.1 0.1
N 0.004 0.750 -0.211 0.0 -0.1 0.0
H 0.378 1.682 -0.311 0.0 -0.1 0.0
C 2.149 -0.359 0.064 1.1 0.0 0.0
C -1.391 -1.092 -0.009 0.2 0.2 0.0
N 3.303 -0.310 0.101 -1.2 0.0 0.0
C 0.707 -0.391 0.014 -0.1 0.0 0.0
C -1.329 0.341 -0.187 -0.1 0.0 -0.2
N -0.026 -1.453 0.187 0.0 0.2 -0.1
H -1.696 -0.086 0.910 0.0 0.0 0.1

No. 18
10
Properties=species:S:1:pos:R:3:forces:R:3 method="wB97M-V/def2-TZVPD" total_charge=0 total_energy_ha=-318.39264 de_lowest_kj_mol=241.78
N -0.799 1.411 0.422 -1.0 -0.4 0.0
C 0.514 1.325 0.003 0.1 -0.3 0.0
C -0.771 -1.364 0.525 -0.2 -0.9 0.6
C 0.891 0.136 -0.475 0.0 0.1 0.2
H 1.876 -0.041 -0.892 -0.1 0.1 0.1
H 1.149 2.201 0.072 -0.1 -0.2 -0.1
N 0.019 -0.967 -0.505 0.2 -0.3 0.1
N -1.393 -1.915 1.334 0.5 0.7 -0.7
H 0.371 -1.781 -0.981 0.1 0.0 -0.2
C -1.892 0.964 0.521 0.5 1.1 0.1

No. 19
10
Properties=species:S:1:pos:R:3:forces:R:3 method="wB97M-V/def2-TZVPD" total_charge=0 total_energy_ha=-318.29080 de_lowest_kj_mol=509.16
C 0.628 -0.060 -0.835 0.0 0.0 0.0
N 1.086 1.337 0.824 0.2 -0.1 -0.4
H 1.253 -0.902 -1.146 -0.1 0.1 0.1
C -1.383 -1.197 0.182 -0.6 0.0 -0.5
C -0.325 -0.360 0.274 0.1 0.3 0.0
N 0.047 0.497 1.237 -0.2 -0.3 -0.1
H -0.419 0.690 2.112 0.1 -0.1 -0.1
C -2.364 -1.300 -0.620 0.4 -0.2 0.7
H 0.035 0.252 -1.701 0.2 0.1 0.0
N 1.441 1.042 -0.326 -0.1 0.1 0.4

No. 20
10
Properties=species:S:1:pos:R:3:forces:R:3 method="wB97M-V/def2-TZVPD" smiles=N#Cc1ncc[nH]1 total_charge=0 total_energy_ha=-318.45423 de_lowest_kj_mol=80.06
C 0.880 0.754 -0.950 0.0 0.0 -0.2
H 1.278 1.460 -1.664 0.0 -0.2 0.1
C 0.232 -0.437 -1.193 0.1 0.0 -0.1
H -0.192 -0.889 -2.074 0.6 -0.2 -0.2
H -0.579 -1.791 0.228 -0.1 0.3 -0.1
N -1.829 0.489 2.376 1.1 -0.3 0.2
N -0.105 -0.923 0.027 -0.2 0.2 -0.1
N 0.870 1.043 0.379 -0.3 -0.1 -0.1
C -0.786 0.259 1.928 -0.9 0.2 0.6
C 0.229 0.037 0.944 -0.3 0.2 -0.2